[1]
C24H44AuFN3OPSb2 | wB97M-V/def2-TZVPD

The value obtained for the LUMO energy (alpha / beta) is -9.251 / -9.250 eV. For the largest force on an atom, the calculation gives 3.28 eV Å⁻¹. The energy above the lowest of the compared OMol25 structures with the same formula, charge and spin is 65.05 kcal/mol. The highest occupied orbital energy (alpha / beta) is -12.69 / -12.69 eV. The net charge is +2.

XYZ file:
```
77
Properties=species:S:1:pos:R:3:forces:R:3
Au -0.66929 -2.38767 -0.77235 0.47 0.85 -0.02
C 3.21971 -1.92237 -1.61115 -0.19 -0.31 0.32
Sb 1.65621 -3.35887 -1.29625 0.03 -0.08 -0.47
C 1.99071 -4.71787 -2.91825 -0.03 -0.03 0.39
C 2.27551 -4.51387 0.45425 0.02 0.08 -0.34
C 2.47371 -3.63017 1.62285 0.34 -0.16 -0.54
C 3.68201 -2.94797 1.70775 -0.02 -0.13 -0.20
C 3.97201 -2.08607 2.75005 -0.24 -0.25 -0.06
C 3.03571 -1.90257 3.76695 -0.44 0.09 0.34
C 1.84001 -2.57227 3.72055 0.27 0.38 0.50
C 1.50811 -3.45827 2.66345 -0.83 -0.06 -0.14
C 0.26731 -4.12147 2.72315 1.76 -0.58 -0.19
Sb -1.70119 -2.47837 1.87195 -2.38 2.22 0.41
C -3.06579 -3.02687 3.46255 0.52 -0.10 -0.49
C -0.90389 -0.62587 2.59495 0.01 -0.59 0.04
H 3.27091 -1.25127 -0.76015 -0.04 0.11 0.05
H 2.98981 -1.35447 -2.50765 -0.14 -0.01 -0.06
H 4.17401 -2.42857 -1.73885 -0.02 -0.11 -0.02
H 2.97411 -5.17027 -2.80125 0.02 0.05 0.05
H 1.95361 -4.17057 -3.85645 -0.07 0.11 0.04
H 1.23171 -5.49477 -2.91185 -0.06 0.01 -0.01
H 3.21291 -4.98347 0.16115 0.01 -0.07 0.06
H 1.52181 -5.28197 0.59985 -0.03 -0.03 -0.09
H 4.41891 -3.10797 0.93165 0.03 -0.02 0.00
H 4.92461 -1.58037 2.78555 0.09 0.08 0.00
H 3.25171 -1.23497 4.58555 0.01 0.02 0.12
H 1.12711 -2.44657 4.52195 -0.08 0.06 0.10
H -0.21379 -4.17187 3.68805 -0.53 0.44 0.10
H 0.05781 -4.96527 2.08395 -0.13 0.09 -0.25
H -2.53499 -3.05627 4.40805 0.06 -0.03 0.15
H -3.51069 -3.99147 3.24515 -0.02 -0.12 0.02
H -3.83679 -2.26227 3.47805 0.07 0.14 -0.10
H -1.40979 -0.36627 3.51755 -0.09 0.02 0.14
H -1.10429 0.12303 1.83705 -0.06 0.04 -0.24
H 0.16171 -0.71007 2.76845 0.20 0.12 0.00
O -0.54049 0.04533 -0.95085 0.27 -1.98 0.17
P -0.83529 1.49213 -0.89795 -1.04 2.76 -0.61
N -0.93139 2.10503 -2.45935 0.15 -0.91 1.32
C -0.14659 1.55253 -3.54855 0.58 -0.31 -0.05
C -0.63519 2.27783 -4.79995 -0.01 0.04 0.10
C -1.16229 3.60443 -4.25155 -0.01 -0.09 0.09
C -1.77069 3.19233 -2.91395 -0.73 0.34 0.03
N 0.35401 2.27253 -0.03125 -0.47 -0.78 -0.15
C 1.63631 1.60113 0.18285 0.18 -0.39 0.09
C 2.61901 2.72083 0.52045 -0.06 0.05 -0.11
C 2.02761 3.92093 -0.21235 -0.09 -0.04 0.09
C 0.53571 3.71643 0.01965 -0.08 0.45 0.00
N -2.27629 1.90983 -0.19815 1.19 -0.50 -0.38
C -2.58179 2.99803 0.71815 0.28 0.34 0.49
C -4.10849 3.03883 0.75535 0.09 -0.12 0.01
C -4.48819 1.58403 0.49225 0.08 0.04 -0.09
C -3.48159 1.19773 -0.58165 -0.52 -0.30 -0.66
H -0.28319 0.47093 -3.60335 0.04 -0.03 -0.11
H 0.91481 1.74743 -3.36015 0.12 -0.04 -0.20
H -1.44489 1.71623 -5.26345 -0.06 -0.03 -0.03
H 0.15441 2.40103 -5.53675 0.01 0.00 -0.04
H -1.89899 4.06283 -4.90565 0.02 0.10 -0.01
H -0.34469 4.30733 -4.09415 0.05 0.05 -0.01
H -2.79829 2.83493 -3.06775 0.02 0.18 0.02
H -1.79889 3.99953 -2.17975 -0.07 0.08 -0.13
H 1.94251 1.06533 -0.72185 0.08 -0.01 0.04
H 1.54321 0.87343 0.99105 0.12 -0.14 0.05
H 3.63051 2.49083 0.19725 0.09 -0.05 0.04
H 2.63221 2.91213 1.59405 0.00 -0.02 0.03
H 2.25811 3.86803 -1.27705 -0.01 0.02 -0.05
H 2.37781 4.87193 0.17735 0.04 0.09 -0.03
H -0.07859 4.21513 -0.72765 -0.04 0.08 -0.02
H 0.25661 4.08433 1.01375 -0.04 0.11 -0.13
H -2.15149 3.94283 0.38645 -0.04 0.05 0.05
H -2.17309 2.76163 1.70585 -0.01 0.18 0.08
H -4.48609 3.67673 -0.04505 -0.02 0.01 0.00
H -4.47819 3.41883 1.70205 -0.05 0.08 0.07
H -5.51349 1.46293 0.15845 -0.09 -0.03 -0.02
H -4.33809 0.97193 1.38155 0.02 -0.01 0.05
H -3.83269 1.54293 -1.56355 -0.06 -0.09 0.03
H -3.28559 0.12853 -0.64605 -0.14 0.02 0.05
F -3.25979 -1.40147 1.06475 1.68 -1.42 0.29
```
Positions in Å, forces in eV/Å.

These are the Mulliken partial charges, in e, on atoms 1 to 5:
1 Au 0.093
2 C -1.238
3 Sb 0.784
4 C -1.113
5 C -1.792

=====

[2]
C24H44B8F32N8Zn | wB97M-V/def2-TZVPD

The value obtained for the LUMO energy is 1.106 eV. For the largest force on an atom, the calculation gives 6.86 eV Å⁻¹. The highest occupied orbital energy is -2.74 eV. The net charge is -2.

XYZ file:
```
117
Properties=species:S:1:pos:R:3:forces:R:3
Zn -0.78900 1.10480 -0.09000 -1.68 0.45 -0.40
C -5.61593 0.47298 0.90644 -0.41 -0.95 -0.44
C -6.11403 -0.92509 1.44307 1.32 1.33 -0.84
N -5.49147 -2.06539 0.73740 1.27 -2.14 0.54
C -5.84626 -2.46131 -0.53849 0.67 -1.17 -0.45
C -5.08259 -3.56680 -0.93574 0.14 2.26 2.62
N -4.22878 -3.81125 0.17372 -3.16 2.32 -0.17
C -4.52385 -2.93573 1.19559 -0.54 -0.15 -2.96
C -3.13900 -4.70672 0.12877 1.72 -0.01 0.98
H -6.04779 1.19173 1.60285 -0.04 0.34 -0.42
H -5.90866 0.60390 -0.13532 -0.68 0.29 0.09
H -4.54981 0.66735 0.78941 0.28 -0.54 0.81
H -7.18697 -1.02195 1.27721 0.04 0.05 0.29
H -5.85023 -0.91911 2.50065 -0.14 -0.74 -0.01
H -6.63649 -1.93777 -1.05603 0.29 0.04 -0.14
H -4.94551 -4.04885 -1.89242 -0.03 0.06 0.17
H -3.99043 -2.96701 2.13415 -0.13 0.45 -0.09
H -2.57508 -4.50744 -0.78247 -0.07 -0.48 -0.18
H -3.41583 -5.73926 0.34165 -0.10 0.02 -0.47
H -2.48586 -4.35055 0.92541 0.31 -0.33 -0.05
C 8.93622 -2.65106 -0.16669 0.52 -0.98 -0.44
C 8.12411 -1.99149 -1.22073 -2.12 1.46 -0.74
N 7.28620 -0.85026 -0.72750 -1.97 0.89 0.09
C 7.82017 0.36593 -0.29340 -2.58 -0.56 1.66
C 6.71601 1.10135 0.25213 2.07 -1.46 -1.82
N 5.58520 0.39838 -0.05256 1.21 -2.49 0.09
C 5.89762 -0.79804 -0.63072 2.30 1.63 0.96
C 4.27302 0.81604 0.38029 -1.20 1.80 -0.20
H 9.63635 -2.01279 0.37231 -0.24 -0.01 0.02
H 9.50378 -3.38542 -0.73825 0.47 -0.07 0.19
H 8.31659 -3.27358 0.47879 -0.03 0.47 0.33
H 7.38858 -2.66883 -1.65469 0.09 -0.30 0.15
H 8.61888 -1.57235 -2.09687 0.69 -0.16 0.29
H 8.89074 0.36379 -0.15100 -0.14 0.71 -0.10
H 6.63758 2.04764 0.76672 0.18 -0.06 -0.16
H 5.18307 -1.57845 -0.84701 0.14 0.07 -0.14
H 3.73416 1.15834 -0.50320 -0.38 -0.03 0.12
H 4.43866 1.71024 0.98119 -0.27 0.01 -0.02
H 3.63608 0.15784 0.97120 0.53 -0.56 -0.27
C 6.79599 -2.10096 -6.91101 -0.38 0.54 -1.49
C 6.89426 -1.30329 -5.65842 -0.27 -0.97 0.46
N 5.60707 -0.85002 -5.16722 -1.91 -0.66 -0.20
C 5.45655 0.28355 -4.37649 -1.42 -1.75 -0.16
C 4.15393 0.23923 -3.87257 1.99 -1.06 -1.18
N 3.57513 -0.93820 -4.39446 2.78 1.90 -0.70
C 4.40596 -1.58332 -5.22642 2.22 2.72 2.05
C 2.19709 -1.17639 -4.24877 -1.51 -0.79 0.22
H 6.31053 -1.50676 -7.68519 0.17 0.17 -0.21
H 6.16951 -2.99187 -6.86736 0.47 -0.23 0.39
H 7.82040 -2.29448 -7.22918 -0.20 -0.47 -0.16
H 7.57196 -0.46053 -5.79475 -0.16 0.00 0.22
H 7.27158 -2.02939 -4.93835 0.48 0.46 0.53
H 6.35766 0.87620 -4.32035 -0.54 0.51 0.45
H 3.62873 0.91467 -3.21352 -0.41 -0.01 -0.09
H 4.28335 -2.54558 -5.70121 -0.30 0.29 0.01
H 1.67605 -0.28731 -4.60394 -0.52 -0.33 0.03
H 2.00834 -1.31631 -3.18439 -0.62 -0.20 -0.16
H 2.03644 -2.07385 -4.84614 -1.07 0.08 0.37
C -6.70045 0.37257 7.83354 -0.54 0.81 0.59
C -5.98047 1.58877 7.21910 0.73 -1.28 0.53
N -4.94899 1.14137 6.29541 2.59 -1.40 -1.98
C -5.11941 0.54119 5.01584 1.53 0.91 0.28
C -3.85998 0.26440 4.48705 0.18 1.63 1.97
N -2.90941 0.63183 5.47858 -3.76 0.59 1.42
C -3.59441 1.10075 6.56712 -1.77 -0.07 -1.98
C -1.47834 0.57944 5.46401 1.38 -0.10 0.22
H -7.31114 -0.12158 7.07791 -0.24 0.16 0.19
H -7.27871 0.81743 8.64336 -0.82 -0.14 -0.25
H -6.18260 -0.41238 8.38470 0.98 0.25 -0.51
H -5.44187 2.18465 7.95594 -0.21 -0.05 0.17
H -6.71071 2.24822 6.75007 0.21 -0.14 -0.31
H -6.08127 0.57054 4.52556 0.15 -0.13 0.06
H -3.44323 0.12282 3.50081 -0.38 -0.41 -0.27
H -3.25336 1.43971 7.53417 0.57 -0.03 -0.34
H -1.06765 0.37361 4.47554 -0.33 0.13 -0.03
H -1.18037 -0.19323 6.17274 0.16 -0.19 -0.17
H -1.07811 1.52763 5.82298 -0.04 0.16 -0.38
B -0.86526 -3.47334 -3.52223 -1.63 0.67 -1.09
F -0.16490 -2.97159 -2.47605 0.88 0.09 1.87
F -0.00115 -3.52425 -4.58851 1.99 0.26 -2.19
F -1.32391 -4.77288 -3.41438 -0.33 -2.21 1.39
F -1.97778 -2.72657 -3.81758 -0.35 0.16 -0.39
B -0.26108 5.81993 -1.20849 -0.23 1.01 -0.70
F -0.21338 5.12276 -2.36017 1.14 -1.76 -2.79
F -1.41129 5.54228 -0.64110 -3.12 -1.81 2.95
F 0.86794 5.60791 -0.46225 1.01 0.33 0.74
F -0.49466 7.14979 -1.56980 1.37 2.84 -0.61
B -2.01913 2.71856 1.50191 0.72 5.10 -0.10
F -2.97218 2.34219 2.29941 -4.65 -1.94 3.67
F -0.94607 1.98353 1.80366 3.49 -2.38 0.96
F -2.36402 2.44712 0.23306 -1.12 -0.55 -2.81
F -1.77036 4.06525 1.66858 0.00 0.09 -0.08
B -1.59772 -1.06200 1.18939 1.00 -0.75 -2.58
F -2.39628 -0.12436 0.52895 -1.49 -0.70 0.34
F -1.91010 -1.21170 2.49865 -0.92 -0.62 1.48
F -1.48484 -2.27478 0.44244 -0.99 0.24 1.20
F -0.34338 -0.47940 1.06482 1.89 -0.36 1.01
B -1.34062 0.10571 -2.36971 -4.89 -0.71 -4.76
F -1.00915 0.21199 -3.69123 2.01 0.81 -1.26
F -2.32110 -0.83534 -2.38262 -1.09 -1.62 1.62
F -0.35854 -0.21188 -1.57959 4.85 -1.66 3.05
F -1.90902 1.23605 -1.86984 -0.27 2.39 0.88
B 1.24694 2.33567 -0.58539 0.71 2.68 -0.82
F 1.56357 1.68663 -1.76006 0.63 -0.98 -1.12
F 2.18677 3.28043 -0.33803 1.29 0.44 0.22
F -0.03725 2.81336 -0.56889 -0.85 1.99 -1.68
F 1.14598 1.47900 0.45457 2.09 -3.16 2.44
B -4.74967 1.39876 -4.27485 1.35 0.18 -0.94
F -4.26921 2.66253 -4.51134 1.11 1.69 0.46
F -3.75430 0.49088 -3.96798 -0.19 -0.07 -0.06
F -5.73963 1.42218 -3.36506 -1.96 -0.08 3.00
F -5.38529 1.10179 -5.44794 -1.15 -1.62 -2.82
B 0.33053 4.29180 4.45007 -0.78 1.43 -1.01
F 1.55072 3.69649 4.28657 1.44 -1.20 -0.23
F 0.20683 5.41962 3.67869 0.58 1.30 -0.52
F -0.73747 3.51056 4.08384 -0.79 -1.90 0.70
F 0.23048 4.67823 5.77833 -0.28 0.03 2.08
```
Positions in Å, forces in eV/Å.

These are the Mulliken partial charges, in e, on atoms 1 to 5:
1 Zn 3.805
2 C -0.767
3 C -0.681
4 N 0.314
5 C -0.276

=====

Q: Number 1 is which compound?
A: C24H44AuFN3OPSb2

=====

Q: What is the net charge in the second record?
A: -2

=====

Q: Look up the net charge of the second one.
A: -2

=====

Q: Look up the net charge of the first one.
A: +2